{
  "formula": "C19H21NO4",
  "method": "ωB97M-V/def2-TZVPD",
  "species": ["O", "O", "O", "O", "N", "C", "C", "C", "C", "C", "C", "C", "C", "C", "C", "C", "C", "C", "C", "C", "C", "C", "C", "C", "H", "H", "H", "H", "H", "H", "H", "H", "H", "H", "H", "H", "H", "H", "H", "H", "H", "H", "H", "H", "H"],
  "positions_angstrom": [[-1.5778, -1.1937, -0.8396], [5.5122, 1.5661, -0.1536], [5.3059, -0.6524, -0.4471], [-5.0163, 1.1040, 0.8143], [-0.8223, 0.9460, -0.5898], [3.3407, 0.6273, -0.3867], [-8.4747, 0.2792, 0.1747], [0.5635, 0.7940, -0.5239], [1.1962, -0.4439, -0.6239], [-7.3235, 0.9633, 0.5045], [-3.7133, 0.5863, 0.7213], [-1.7880, -0.0073, -0.7427], [-6.0831, 0.3270, 0.4504], [1.3327, 1.9472, -0.3529], [4.8189, 0.5889, -0.3104], [2.5724, -0.5217, -0.5556], [8.7092, -1.1260, 1.1285], [2.7051, 1.8638, -0.2847], [-8.4098, -1.0497, -0.2148], [6.7216, -0.7994, -0.3767], [7.2091, -0.8736, 1.0684], [-7.1821, -1.6818, -0.2669], [-3.1925, 0.5700, -0.7273], [-6.0177, -1.0054, 0.0608], [-7.1189, -2.7173, -0.5676], [6.9709, 0.0689, 1.5648], [-9.3096, -1.5859, -0.4744], [0.6039, -1.3335, -0.7557], [-9.4277, 0.7847, 0.2214], [-3.8365, -0.0697, -1.3320], [-7.3545, 1.9967, 0.8123], [-1.1375, 1.9034, -0.5087], [-3.6492, -0.4193, 1.1532], [7.1956, 0.0450, -0.8887], [-5.0787, -1.5340, 0.0101], [-3.1018, 1.2607, 1.3295], [3.3101, 2.7478, -0.1533], [6.9408, -1.7274, -0.9099], [0.8449, 2.9090, -0.2752], [3.0616, -1.4793, -0.6340], [8.9598, -2.0665, 0.6426], [-3.2228, 1.5818, -1.1336], [9.0411, -1.1730, 2.1623], [9.2499, -0.3255, 0.6294], [6.6721, -1.6745, 1.5812]],
  "e_tot_ev": -29724.7913,
  "homo_lumo_gap_ev": 9.164,
  "fmax_ev_per_a": 0.573,
  "smiles": "CCCOC(=O)c1ccc(NC(=O)CCOc2ccccc2)cc1",
  "e_homo_ev": -8.7,
  "de_lowest_kcal_mol": 11.8
}


{
  "formula": "H26O13",
  "method": "ωB97M-V/def2-TZVPD",
  "species": ["O", "O", "O", "O", "O", "O", "O", "O", "O", "O", "O", "O", "O", "H", "H", "H", "H", "H", "H", "H", "H", "H", "H", "H", "H", "H", "H", "H", "H", "H", "H", "H", "H", "H", "H", "H", "H", "H", "H"],
  "positions_angstrom": [[2.5160, -3.2273, -2.0681], [-4.9003, 0.4951, -0.5180], [1.5953, 3.1225, -1.4040], [0.9358, -1.4039, 4.2354], [-0.6805, -2.2807, 3.0668], [2.8052, 1.0672, -0.3704], [-0.7118, -1.2933, -2.5869], [4.8495, -0.7392, 0.1280], [-3.5728, -1.8815, -0.9858], [0.4276, 0.0096, -0.4496], [1.4735, 5.0464, 0.8554], [-1.0102, -1.6048, -0.3532], [-3.7709, 2.9124, 0.4519], [1.9308, -3.8775, -2.4638], [-0.9077, -2.6029, 3.9363], [2.2778, 0.2670, -0.5053], [1.3371, -0.9951, 3.4733], [-0.2529, -3.0687, 2.6655], [4.0283, -0.9669, -0.4583], [-4.1491, 1.0430, -0.7615], [-0.7188, -2.4730, -0.4568], [0.0707, -0.9112, 4.4401], [-3.5553, 3.8515, 0.5444], [-4.0454, -1.5927, -0.2183], [2.4483, 3.1898, -1.7791], [1.5955, 4.0552, -1.0752], [-4.9625, 0.6713, 0.4612], [1.8332, 5.0547, 1.7299], [1.7665, 4.1924, 0.5222], [-0.1446, 0.4723, -1.0091], [-1.8926, -1.7930, 0.0107], [-0.9489, -1.0660, -3.4957], [2.6997, 1.4484, -1.1763], [0.5625, -0.9177, -0.8165], [-3.1114, 2.4392, 0.9221], [2.4709, -3.6449, -1.1471], [-0.1950, -0.4248, -2.3847], [-3.2705, -2.7663, -0.7452], [5.4812, -1.3654, -0.2252]],
  "e_tot_ev": -27034.5559,
  "homo_lumo_gap_ev": 9.400,
  "fmax_ev_per_a": 4.095,
  "e_homo_ev": -9.5,
  "de_lowest_kcal_mol": 170.4
}


{
  "formula": "C47H63CrFN2P2Si",
  "method": "ωB97M-V/def2-TZVPD",
  "species": ["Cr", "P", "P", "Si", "F", "N", "N", "C", "C", "C", "C", "C", "C", "C", "C", "C", "C", "C", "C", "C", "C", "C", "C", "C", "C", "C", "C", "C", "C", "C", "C", "C", "C", "C", "C", "C", "C", "C", "C", "C", "C", "C", "C", "C", "C", "C", "C", "C", "C", "C", "C", "C", "C", "C", "H", "H", "H", "H", "H", "H", "H", "H", "H", "H", "H", "H", "H", "H", "H", "H", "H", "H", "H", "H", "H", "H", "H", "H", "H", "H", "H", "H", "H", "H", "H", "H", "H", "H", "H", "H", "H", "H", "H", "H", "H", "H", "H", "H", "H", "H", "H", "H", "H", "H", "H", "H", "H", "H", "H", "H", "H", "H", "H", "H", "H", "H", "H"],
  "positions_angstrom": [[-0.0507, -1.2843, 0.4257], [1.8108, 2.2933, -0.4335], [-0.5657, -0.8738, 2.9191], [-0.7170, 1.0103, 0.3256], [1.7599, -0.8083, 0.8615], [-1.7172, -2.0194, -0.2301], [0.6023, -2.9610, -0.3877], [-1.5091, 0.7078, 3.0805], [1.3015, -5.4394, -1.4797], [1.2627, 4.0961, 1.5198], [2.3340, 3.8721, 0.4468], [6.1448, 1.8461, -1.7484], [2.4945, 5.1441, -0.3787], [2.2807, -4.5404, -1.0382], [-2.8447, -4.0392, -0.9468], [-3.0833, -0.7048, -1.7803], [1.5961, 5.2856, 2.4154], [-0.3605, -3.8286, -0.8327], [5.2597, 3.0979, -1.7459], [3.9551, 2.8097, -2.4780], [1.3205, 0.9243, 3.8960], [-2.4604, -2.1784, 4.8721], [-1.8916, -3.2696, 2.6817], [1.9730, -1.4709, 3.9578], [0.4405, 3.7820, -2.4947], [2.7341, 1.1357, 4.4555], [0.3977, 2.9162, -1.4135], [3.0303, 0.1619, 5.5902], [-2.6603, 2.3489, 4.4338], [-2.7765, -4.3621, 3.2627], [-2.7880, 3.1811, 3.3326], [3.1041, 1.7906, -1.7087], [2.8576, 6.3185, 0.5277], [-2.0038, 2.8882, -1.5413], [-2.9985, -1.3336, -0.3722], [-1.9586, 3.7776, -2.6007], [0.8101, -0.4986, 4.1399], [-1.5865, 1.5730, 1.9648], [-2.0127, 1.1329, 4.3035], [-1.3761, -2.3444, 3.7946], [-0.8339, 2.4578, -0.9241], [4.0059, 0.7799, -0.9768], [-0.7364, 4.2242, -3.0768], [5.3062, 0.5605, -1.7394], [-1.6970, -3.2951, -0.7042], [-0.0238, -5.0731, -1.3675], [1.8887, -3.3395, -0.5073], [-4.0847, -3.7333, 3.7608], [-4.1885, -2.2321, -0.1740], [3.0408, -1.2684, 5.0438], [-2.2360, 2.8010, 2.1254], [-4.0996, -3.5180, -0.5536], [-3.8537, -2.3029, 4.2669], [1.7755, 6.5463, 1.5762], [-4.0595, -0.2533, -1.9374], [-3.3049, 4.1259, 3.4283], [1.5819, -6.3961, -1.8954], [-2.7821, -5.0571, -1.2878], [-0.5097, -2.8307, 4.2676], [-2.3368, -2.9710, 5.6152], [-0.8014, -5.7342, -1.7202], [3.4073, 3.7316, -2.6637], [0.4004, -0.6006, 5.1541], [-2.9420, -1.4835, -2.5247], [2.0450, 7.3902, 2.2148], [1.6264, -2.5070, 3.9747], [3.4633, 0.9661, 3.6631], [0.3033, 4.2790, 1.0276], [-4.8107, -3.7098, 2.9473], [1.1540, 3.1957, 2.1278], [-0.6976, 4.9186, -3.9031], [4.0209, -1.4769, 4.6134], [2.5152, 5.0838, 2.9708], [2.8901, -1.9722, 5.8639], [3.8068, 6.1090, 1.0268], [6.8003, 1.8654, -0.8767], [-2.3022, 3.4752, 1.2847], [1.3835, 4.1054, -2.9021], [-2.3643, -1.2365, 5.4052], [2.2796, 0.2679, 6.3765], [4.2024, 2.3886, -3.4568], [-3.9436, -1.5880, 3.4460], [4.2360, 1.1433, 0.0287], [1.5542, 5.3653, -0.8878], [6.7821, 1.8482, -2.6343], [5.7894, 3.9235, -2.2283], [5.0391, 3.4042, -0.7224], [-2.8750, 4.1058, -3.0729], [0.7939, 5.4291, 3.1425], [3.2774, 5.0293, -1.1260], [5.0705, 0.2520, -2.7598], [-4.4969, -4.3492, 4.5607], [2.4000, -1.2906, 2.9723], [1.3396, 1.0925, 2.8154], [-4.6090, -2.0424, 5.0122], [-1.0412, -3.6971, 2.1416], [4.0010, 0.3928, 6.0345], [5.8801, -0.2491, -1.2853], [3.3315, -4.7875, -1.1021], [2.4946, 1.2427, -2.4406], [-3.0341, -0.5207, 0.3702], [-2.9903, -5.1101, 2.4980], [0.6284, 1.6431, 4.3384], [-3.0523, 2.6477, 5.3967], [2.8436, 2.1668, 4.7967], [0.8321, 6.7860, 1.0793], [-2.2486, -4.8625, 4.0796], [2.9917, 7.2186, -0.0760], [3.2855, 3.6362, 0.9422], [-2.3121, 0.0529, -1.9160], [3.4587, -0.1546, -0.8554], [2.6182, -2.6305, -0.1380], [-4.9553, -4.1766, -0.5253], [-2.4855, -2.6939, 1.9681], [-2.9596, 2.5159, -1.1998], [-5.0957, -1.7824, 0.1934], [-1.8741, 0.5270, 5.1858]],
  "e_tot_ev": -110337.6859,
  "multiplicity": 5,
  "homo_lumo_gap_ev": [5.524, 6.005],
  "fmax_ev_per_a": 2.431,
  "e_homo_ev": [-5.7, -6.3],
  "de_lowest_kcal_mol": 37.2,
  "s_squared": 6.07
}


{
  "formula": "C6H7BrFIN",
  "method": "ωB97M-V/def2-TZVPD",
  "species": ["I", "Br", "F", "N", "C", "C", "C", "C", "C", "C", "H", "H", "H", "H", "H", "H", "H"],
  "positions_angstrom": [[1.3088, 0.6306, 2.7953], [2.8532, 0.5264, -0.2122], [-0.5427, -3.2064, 0.1431], [0.1730, 1.4073, -1.3767], [-1.3591, 0.3300, 0.1660], [-0.3495, -1.8729, 0.3458], [0.8566, -1.4071, 0.5882], [-1.5160, -1.0337, 0.2185], [1.1351, 0.1458, 0.7021], [-0.0357, 0.9864, 0.0232], [-0.4256, 0.6733, -1.9129], [-0.0607, 1.7828, 0.6685], [-0.1262, 2.3330, -1.5909], [-2.2992, 0.8146, -0.0621], [1.2149, 1.4109, -1.5609], [-2.4677, -1.4003, 0.4252], [1.6408, -2.1206, 0.6399]],
  "e_tot_ev": -88677.4659,
  "homo_lumo_gap_ev": 8.816,
  "fmax_ev_per_a": 3.453,
  "charge": 1,
  "e_homo_ev": -13.0
}